No. 1
The following is a DFT calculation (ωB97M-V/def2-TZVPD) of a structure of composition C5H10N2 at a distorted geometry.

```
17
Properties=species:S:1:pos:R:3:forces:R:3:lowdin_charge:R:1
N -1.100 0.851 0.161 1.55 1.36 -5.03 -0.068
N 1.167 -0.923 -0.033 -0.52 -0.79 1.10 -0.122
C -0.754 -0.126 1.048 -3.09 -3.60 4.74 -0.286
C -1.267 -0.260 -0.859 -2.96 -3.87 4.05 -0.114
C 1.623 0.356 0.099 -0.51 3.52 -0.23 -0.185
C -0.241 -1.118 0.004 0.57 -3.42 0.74 -0.251
C 0.283 1.279 -0.358 2.47 3.05 2.15 -0.113
H 2.587 0.483 -0.531 -1.73 0.42 0.93 0.142
H 0.106 1.291 -1.390 0.75 0.32 -1.61 0.066
H 1.570 -1.375 -0.758 1.47 -1.90 -2.64 0.060
H -0.920 -0.348 -1.806 0.12 1.19 -3.50 0.062
H 0.007 -2.370 -0.097 -2.94 2.83 0.77 0.201
H 1.872 0.542 1.183 -0.13 0.45 -1.10 0.111
H -2.331 -0.814 -0.611 2.47 1.49 -1.19 0.168
H -1.584 -0.362 1.781 -0.02 -0.74 -1.45 0.140
H 0.573 2.337 -0.033 -0.86 -1.20 -0.32 0.118
H -0.214 0.325 1.764 3.37 0.89 2.59 0.070
```
Forces are in eV/Å.

HOMO energy in eV: -8.10
Net charge: 0


No. 2
The following is a DFT calculation (ωB97M-V/def2-TZVPD) of the molecule C5H10N2.

```
17
Properties=species:S:1:pos:R:3:forces:R:3:lowdin_charge:R:1
N -0.328 0.852 -1.498 -0.10 0.11 0.00 0.060
N 0.889 0.597 1.446 -0.14 0.22 0.00 0.017
C -1.130 -0.295 -1.086 -0.24 -0.24 0.00 -0.329
C 0.932 -0.467 0.450 -0.08 -0.09 -0.14 -0.301
C 2.177 0.213 0.865 0.29 0.00 -0.09 -0.138
C -1.977 -0.280 0.170 -0.01 0.00 0.02 -0.056
C 0.346 -0.320 -0.932 0.09 -0.18 -0.04 -0.248
H 0.742 -1.456 0.871 0.03 0.18 -0.05 0.140
H 0.920 -0.850 -1.692 -0.05 0.07 0.12 0.136
H -0.493 1.648 -0.895 0.30 -0.03 0.37 0.084
H 0.566 1.456 1.007 0.04 -0.03 0.07 0.077
H -3.001 0.056 -0.020 0.16 -0.02 -0.06 0.074
H 2.648 0.888 0.154 -0.10 -0.07 0.08 0.109
H -1.545 0.349 0.955 -0.07 -0.08 -0.18 0.067
H -1.579 -0.818 -1.927 0.08 -0.04 0.09 0.127
H 2.861 -0.275 1.557 -0.13 0.07 -0.15 0.098
H -2.028 -1.297 0.575 -0.08 0.12 -0.04 0.082
```
Forces are in eV/Å.

HOMO energy in eV: -9.30
Net charge: 0


No. 3
The following is a DFT calculation (ωB97M-V/def2-TZVPD) of a structure of composition C5H10N2 at a distorted geometry.

```
17
Properties=species:S:1:pos:R:3:forces:R:3:lowdin_charge:R:1
N -0.254 -0.511 -0.930 -1.28 -0.11 -0.57 0.095
N -0.552 0.035 1.103 1.32 -0.18 -0.30 0.126
C -1.194 -0.230 -0.057 0.80 -0.26 -1.03 -0.498
C -2.665 -0.217 -0.299 0.04 -0.08 0.04 -0.021
C 1.846 -1.131 0.215 -0.27 0.03 0.19 -0.034
C 0.810 -0.097 -0.116 -0.90 0.60 1.88 -0.446
C 1.332 1.305 -0.303 -0.03 -0.14 -0.12 -0.045
H 1.888 1.636 0.573 0.01 -0.01 0.00 0.081
H 2.560 -0.764 0.951 0.02 -0.02 -0.01 0.080
H -3.201 -0.621 0.559 0.00 0.02 -0.01 0.075
H 1.361 -2.033 0.582 0.02 -0.01 0.01 0.083
H 0.520 1.998 -0.513 -0.01 -0.01 -0.01 0.081
H -3.007 0.806 -0.470 0.02 -0.02 0.02 0.080
H 2.377 -1.383 -0.706 -0.03 0.07 -0.02 0.091
H -2.897 -0.808 -1.183 0.03 0.03 0.01 0.078
H 2.014 1.297 -1.158 -0.01 0.03 0.00 0.087
H -0.939 0.718 1.752 0.26 0.06 -0.09 0.087
```
Forces are in eV/Å.

HOMO energy in eV: -8.55
Net charge: 0


No. 4
The following is a DFT calculation (ωB97M-V/def2-TZVPD) of the molecule C5H10N2 at a distorted geometry.

```
17
Properties=species:S:1:pos:R:3:forces:R:3:lowdin_charge:R:1
N 0.851 -0.119 -1.237 -4.24 -0.25 -2.71 0.079
N 2.847 0.181 -0.112 -1.61 -1.14 2.74 0.074
C 1.592 -0.255 -0.173 6.53 3.48 3.90 -0.429
C -0.696 1.652 0.378 1.34 -0.27 -0.76 -0.035
C -0.431 0.615 -0.759 -0.85 6.51 -1.08 -0.333
C -0.592 -1.614 0.343 -2.86 -2.10 5.52 -0.112
C -0.495 -0.721 -0.801 -2.44 -5.14 -3.97 -0.403
H 3.045 0.227 1.016 -0.24 -0.40 -3.57 0.090
H -0.244 2.670 -0.040 0.03 -2.09 2.00 0.128
H -1.278 -0.899 -1.773 2.65 -1.05 2.63 0.200
H -0.999 -1.032 1.370 1.94 -0.82 -2.30 0.120
H -1.689 1.896 0.098 -1.54 -0.01 0.44 0.035
H -0.695 1.219 1.497 0.60 1.62 -2.63 0.118
H -1.651 -2.129 0.359 2.34 -0.03 -0.87 0.100
H -1.020 0.922 -1.690 1.58 0.78 1.32 0.152
H 0.302 -2.344 0.732 -2.39 1.81 -1.48 0.139
H 1.154 -0.268 0.791 -0.83 -0.89 0.83 0.075
```
Forces are in eV/Å.

HOMO energy in eV: -9.36
Net charge: 0


No. 5
The following is a DFT calculation (ωB97M-V/def2-TZVPD) of a structure of composition C5H10N2 at a distorted geometry.

```
17
Properties=species:S:1:pos:R:3:forces:R:3:lowdin_charge:R:1
N -1.373 -1.262 -0.443 0.15 -1.21 0.41 -0.073
N 1.388 1.198 -0.575 1.28 -0.51 -0.18 -0.008
C 0.641 -0.059 -0.355 0.74 -1.75 0.57 -0.398
C -0.104 -1.067 -1.237 1.17 0.83 -1.18 -0.182
C -1.273 -0.520 0.935 2.59 -0.72 -0.63 -0.112
C -0.437 0.674 0.359 0.26 -0.85 1.01 -0.246
C 0.717 1.690 0.667 -1.54 1.75 -1.21 -0.135
H 1.255 -0.650 0.377 -0.59 0.20 -0.23 0.147
H -0.175 -0.606 -2.295 -0.74 -0.73 1.52 0.129
H -0.982 1.067 -0.455 -1.05 0.97 -0.69 0.122
H 0.510 -1.993 -1.370 -0.72 0.47 0.21 0.105
H -0.527 -1.089 1.630 -1.67 0.82 -0.77 0.124
H -2.246 -0.345 1.416 0.37 -0.11 -0.52 0.097
H 2.408 0.997 -0.421 -1.30 0.64 -0.34 0.115
H 1.264 1.476 1.536 0.75 -0.34 1.41 0.082
H -1.532 -2.306 -0.378 0.07 1.88 0.35 0.112
H 0.465 2.795 0.608 0.23 -1.32 0.25 0.120
```
Forces are in eV/Å.

HOMO energy in eV: -8.73
Net charge: 0


No. 6
The following is a DFT calculation (ωB97M-V/def2-TZVPD) of the molecule C5H10N2 at a distorted geometry.

```
17
Properties=species:S:1:pos:R:3:forces:R:3:lowdin_charge:R:1
N 0.281 2.805 0.014 0.33 -0.18 -1.02 0.128
N 1.451 0.780 -0.889 -0.97 0.32 -1.02 0.139
C -1.333 0.203 -0.438 -0.13 -2.92 1.32 -0.032
C -0.108 -0.562 0.622 -2.11 1.74 -2.07 -0.283
C 0.064 -1.990 0.158 -0.15 0.01 0.19 -0.089
C 0.596 1.595 -0.163 3.14 1.18 2.26 -0.452
C 1.070 0.322 0.455 -0.44 1.06 0.54 -0.236
H -2.252 -0.140 0.033 -0.21 -0.58 -0.18 0.054
H 0.761 -2.509 0.820 -0.01 -0.05 -0.03 0.082
H 1.870 0.306 1.187 0.14 -0.11 -0.10 0.135
H -1.192 -0.330 -1.377 -0.25 -0.05 -0.09 0.053
H 0.223 3.076 0.993 -0.59 -0.50 -0.01 0.052
H -0.490 -0.504 1.644 0.03 0.05 -0.14 0.128
H 0.462 -2.037 -0.855 0.03 0.03 -0.06 0.076
H 1.112 0.283 -1.701 -0.01 -0.26 -0.09 0.108
H -1.628 1.224 -0.674 1.19 0.32 0.50 0.058
H -0.887 -2.522 0.172 0.00 -0.07 0.00 0.078
```
Forces are in eV/Å.

HOMO energy in eV: -8.99
Net charge: 0


The following energy relative to the best compared isomer or geometry (same formula, charge and spin) values (in eV) correspond, in order, to the records above: 5.938; 2.175; 1.380; 6.169; 3.019; 3.412.
The following frontier orbital gap values (in eV) correspond, in order, to the records above: 9.036; 10.469; 9.583; 10.012; 9.788; 9.908.
The following E values (in hartree) correspond, in order, to the records above: -305.80565; -305.94392; -305.97315; -305.79713; -305.91290; -305.89846.